1.
73
Properties=species:S:1:pos:R:3:mulliken_charge:R:1 method="wB97M-V/def2-TZVPD" charge=0 e_homo_ha=-0.300 spin_multiplicity=1 e_above_lowest_kcal_mol=0.0 gap_ev=8.29
Ba -0.8360 -0.2574 2.1723 1.7593
O 3.3446 -0.1947 4.1888 -0.7972
C 2.1565 -0.4645 3.9580 -0.1365
N 1.1366 0.3725 3.8166 -0.3322
C 1.5345 1.7496 4.0134 -0.6032
C 0.3955 2.7254 3.8721 0.3882
C 0.5412 4.0233 4.3645 -0.7798
C -0.4640 4.9466 4.1678 -0.2735
C -1.6058 4.5609 3.4764 -0.7590
C -1.6778 3.2590 3.0290 -0.2294
N -0.7136 2.3534 3.2271 0.1053
C 1.8061 -1.9462 3.8019 0.6415
C 2.8317 -2.8788 3.9090 -0.4571
C 2.5439 -4.2208 3.7460 -0.3722
C 1.2350 -4.6003 3.4834 -0.6092
C 0.2774 -3.6068 3.3939 -0.3091
N 0.5456 -2.3105 3.5481 -0.2722
H 2.3073 2.0573 3.2908 0.2928
H 2.0127 1.8984 4.9889 0.3466
H 1.4478 4.2894 4.8923 0.3901
H -0.3624 5.9572 4.5419 0.4090
H -2.4150 5.2511 3.2851 0.3812
H -2.5435 2.9184 2.4703 0.3756
H 3.8260 -2.5102 4.1156 0.4850
H 3.3270 -4.9646 3.8211 0.4262
H 0.9592 -5.6372 3.3497 0.4116
H -0.7571 -3.8645 3.1849 0.4031
C -4.0385 -2.4353 -2.3178 -0.9074
N -3.8281 -2.3242 -0.8733 1.0046
C -3.2770 -1.3333 -0.1715 -0.1114
N -3.1604 -1.6951 1.0999 -0.3886
C -3.6768 -2.9549 1.1040 -0.4065
N -4.0897 -3.3756 -0.0672 -1.2088
C -4.0018 -1.0924 -2.9948 0.7337
C -5.1829 -0.4582 -3.3581 -0.6679
C -5.1501 0.7915 -3.9621 -0.7585
C -3.9407 1.4218 -4.1912 -0.8566
C -2.7538 0.7953 -3.8199 0.3763
C -2.7850 -0.4638 -3.2336 -0.1833
C -1.4857 1.4889 -4.0270 0.4445
N -1.2905 2.6445 -4.5616 -0.4755
N 0.0728 2.8815 -4.4886 -0.5616
C 0.5896 1.8465 -3.9208 0.6855
O -0.3363 0.9092 -3.6178 -0.1764
C 1.9883 1.6101 -3.5722 -0.1856
C 2.9756 2.4083 -4.1386 -0.9553
C 4.2987 2.2059 -3.7841 -0.5886
C 4.6326 1.2177 -2.8711 -0.8790
C 3.6466 0.4178 -2.3031 1.1050
C 4.0644 -0.6451 -1.3088 -1.2795
N 2.9441 -1.2607 -0.6287 0.8601
C 2.1908 -0.7586 0.3516 -0.5599
N 1.1626 -1.5517 0.5832 0.2059
C 1.3412 -2.5506 -0.3203 -0.6108
N 2.4031 -2.4128 -1.0788 -0.8947
C 2.3207 0.6158 -2.6559 -0.0224
H -5.0019 -2.9208 -2.4596 0.3930
H -3.2648 -3.0950 -2.7130 0.3017
H -2.9404 -0.3957 -0.5923 0.4515
H -3.7581 -3.5655 1.9884 0.4662
H -6.1325 -0.9452 -3.1705 0.4312
H -6.0736 1.2769 -4.2480 0.3959
H -3.8963 2.4013 -4.6474 0.5272
H -1.8560 -0.9359 -2.9364 0.5176
H 2.6931 3.1799 -4.8416 0.5185
H 5.0741 2.8244 -4.2162 0.3885
H 5.6701 1.0714 -2.5919 0.4507
H 4.7284 -0.2185 -0.5562 0.4536
H 4.5974 -1.4526 -1.8090 0.3252
H 2.4181 0.1666 0.8597 0.4908
H 0.6777 -3.3946 -0.4143 0.5470
H 1.5274 0.0308 -2.2075 0.5141
Cl -0.9498 1.1235 -0.4248 -0.7946

---

2.
74
Properties=species:S:1:pos:R:3:mulliken_charge:R:1 method="wB97M-V/def2-TZVPD" charge=+2 e_homo_ha=-0.480 spin_multiplicity=1 e_above_lowest_kcal_mol=8.3 gap_ev=4.50
Pb -0.5830 0.8146 0.7292 0.9173
Br 0.0404 0.1593 4.5458 -0.0834
C -0.6257 1.9185 4.9427 -0.5509
Br -0.8243 3.0306 3.3698 -0.0849
H 0.0787 2.4147 5.5965 0.4290
H -1.6019 1.8173 5.3971 0.4204
N -3.1108 1.3830 0.8802 -0.1740
C -4.1099 0.3883 0.5919 0.0927
C -5.2851 0.6911 -0.0305 -0.4388
C -6.2496 -0.3120 -0.2786 -0.8106
C -6.0328 -1.5952 0.1268 -0.8753
C -4.8184 -1.9402 0.7689 0.7730
C -4.5282 -3.2474 1.2203 -0.6692
C -3.3266 -3.5042 1.8155 -0.9150
C -2.3949 -2.4539 1.9297 -0.2846
N -2.6237 -1.2281 1.5292 0.1201
C -3.8352 -0.9507 0.9779 0.3456
H -3.1847 1.6959 1.8458 0.2553
H -3.2371 2.1993 0.2895 0.1948
H -5.4926 1.7137 -0.3232 0.4492
H -7.1726 -0.0442 -0.7736 0.4104
H -6.7800 -2.3615 -0.0346 0.4330
H -5.2673 -4.0288 1.0935 0.4624
H -3.0799 -4.4890 2.1870 0.4438
H -1.4165 -2.6427 2.3665 0.4611
C -0.2674 -3.9863 -2.8766 -0.7499
C -0.2548 -2.9872 -3.8459 -0.7126
C -0.3802 -1.6573 -3.4857 -0.4462
C -0.5099 -1.3259 -2.1394 -0.2429
C -0.5189 -2.3174 -1.1664 0.7752
C -0.4041 -3.6505 -1.5377 -0.8144
N -0.6378 0.0239 -1.6801 1.4410
N -0.6733 0.9023 -2.5517 -0.7463
C -0.7666 2.2415 -2.0931 0.2244
C -0.8294 3.1987 -3.1027 -0.2837
C -0.9002 4.5397 -2.7625 -0.7787
C -0.9003 4.9024 -1.4235 -0.6704
C -0.8305 3.9290 -0.4254 -0.5928
C -0.7674 2.5757 -0.7326 -0.0323
H -0.1910 -5.0245 -3.1716 0.4721
H -0.1605 -3.2506 -4.8907 0.4342
H -0.3838 -0.8757 -4.2318 0.4972
H -0.6583 -2.0470 -0.1256 -0.2320
H -0.4530 -4.4267 -0.7841 0.5824
H -0.8232 2.8772 -4.1364 0.5247
H -0.9535 5.2954 -3.5339 0.4121
H -0.9521 5.9487 -1.1500 0.4629
H -0.8166 4.2614 0.6078 0.2685
C 4.1064 -0.5276 -0.8075 -0.7152
S 4.4664 -2.2383 -1.2221 0.0350
C 3.5880 -3.3174 -0.2977 0.3547
C 2.5710 -3.0802 0.7626 -0.1081
S 2.1594 -1.6474 1.3862 0.0500
S 1.8185 -4.5340 1.3447 0.1079
C 2.7378 -5.6991 0.4315 0.0838
S 2.5434 -7.2808 0.4646 -0.0071
S 3.9394 -4.9457 -0.6326 0.0495
H 4.7009 0.0134 -1.5440 0.4605
H 4.4507 -0.2953 0.1981 0.4138
H 3.0526 -0.2945 -0.9187 0.1663
F 6.6125 3.4397 1.9298 -0.2444
C 6.1756 2.9187 0.7812 0.7507
F 6.5338 3.7233 -0.2218 -0.2601
F 6.8065 1.7330 0.6016 -0.2546
C 4.6853 2.6749 0.8096 0.2837
C 3.9033 2.9115 -0.3070 -1.0262
C 2.5646 2.5502 -0.2536 -0.1675
N 2.0082 1.9837 0.8172 0.5638
C 2.7663 1.8011 1.9012 -0.2858
C 4.1085 2.1309 1.9476 -0.8978
H 4.3186 3.3616 -1.1979 0.5415
H 1.9117 2.7205 -1.1029 0.2769
H 2.2757 1.3579 2.7614 0.2077
H 4.6894 1.9646 2.8447 0.5074

---

3.
72
Properties=species:S:1:pos:R:3:mulliken_charge:R:1 method="wB97M-V/def2-TZVPD" charge=+1 e_homo_ha="-0.365 / -0.364" s_squared=0.779 spin_multiplicity=2 e_above_lowest_kcal_mol=151.2 gap_ev="5.57 / 5.57"
Ir -0.1592 -0.7211 -1.2490 1.9677
Br 0.9095 -1.7245 -6.1400 -0.1414
C -0.2257 -2.6507 -4.9600 -0.1665
C -0.9895 -3.7354 -5.4300 -0.3880
C -1.8109 -4.4353 -4.5910 -0.1612
Br -2.8011 -5.8946 -5.2676 -0.1994
C -1.9079 -4.0780 -3.2276 0.5898
C -2.6827 -4.7412 -2.2517 -0.5727
C -2.6361 -4.3265 -0.9519 -1.3445
C -1.8549 -3.2151 -0.6078 0.0115
N -1.1666 -2.5324 -1.4944 -0.1857
C -1.1531 -2.9696 -2.8000 0.3482
C -0.2957 -2.2488 -3.6468 0.2330
O 0.3974 -1.2612 -3.1085 -0.8649
H -0.9123 -4.0206 -6.4701 0.4484
H -3.2839 -5.5929 -2.5398 0.3617
H -3.1963 -4.8358 -0.1800 0.4316
H -1.7540 -2.9070 0.4168 0.9788
F -4.0327 -3.1460 5.0868 -0.2676
C -3.5093 -2.4374 4.1074 0.5920
C -4.0950 -2.4448 2.8537 0.3961
F -5.1915 -3.1548 2.6334 -0.2824
C -3.5337 -1.6986 1.8389 0.1651
F -4.1681 -1.6612 0.6662 -0.3668
C -2.3602 -0.9647 2.0164 0.3947
S -1.7787 -0.0494 0.6095 0.1046
C -1.8616 -0.8915 3.3119 -0.4540
F -0.9015 -0.0328 3.6300 -0.2649
C -2.4076 -1.6369 4.3407 0.2654
F -1.8969 -1.5520 5.5602 -0.2778
C 3.2358 2.9456 3.8777 -1.9675
C 2.8759 2.1260 2.6525 2.0943
C 1.9735 2.9091 1.6750 -1.3558
C 1.7795 2.2080 0.3098 -0.6773
C 2.8486 1.2354 -0.0260 0.0472
C 3.9654 0.9656 0.7540 -0.6286
C 4.0474 1.4424 2.0392 -1.4522
S 2.6801 0.5009 -1.5950 0.0811
C 3.4202 1.7266 -2.6610 -1.0195
O 1.1765 0.7174 -1.9133 -0.5798
H 2.3486 3.4216 4.3023 0.3976
H 3.9506 3.7303 3.6224 0.4060
H 3.6809 2.3119 4.6484 0.4626
H 2.0860 3.9914 1.6498 0.3819
H 1.6774 2.8934 -0.5323 1.3472
H 4.7682 0.3581 0.3441 0.5017
H 4.9320 1.2563 2.6389 0.4007
H 3.2078 2.7254 -2.2836 0.2705
H 2.9804 1.5763 -3.6481 0.4027
H 4.4924 1.5336 -2.6916 0.4572
C -1.5926 1.9448 -1.9472 -0.9035
N -0.8388 2.9152 -1.2249 0.5547
C -0.1085 3.9141 -1.9754 -1.0498
C -0.6989 2.7664 0.1965 -3.1502
C 0.3362 1.7417 0.7543 3.5374
C 0.6988 2.1804 2.1949 -1.8016
C 1.6151 1.1853 2.9480 0.1876
C 1.6430 -0.2083 2.4171 -2.0778
C 0.8285 -0.6516 1.4651 0.3999
C -0.0202 0.2575 0.6492 -0.8779
H -1.7413 2.2475 -2.9823 0.4338
H -2.5599 1.7320 -1.4860 0.2757
H -1.0216 0.9703 -1.9999 0.1826
H -0.7863 4.5469 -2.5564 0.3691
H 0.6110 3.4671 -2.6740 0.2886
H 0.4366 4.5631 -1.2904 0.3311
H -1.6755 2.5096 0.6174 0.5489
H -0.4291 3.7369 0.6226 0.6057
H -0.0789 2.6626 2.7862 0.5075
H 1.4145 1.1253 4.0194 0.8975
H 2.3207 -0.9063 2.9005 0.3492
H 0.7798 -1.7150 1.2466 0.4707

---

4.
70
Properties=species:S:1:pos:R:3:nbo_charge:R:1 method="wB97M-V/def2-TZVPD" charge=-2 e_homo_ha="-0.052 / -0.053" s_squared=2.005 spin_multiplicity=3 e_above_lowest_kcal_mol=8.3 gap_ev="5.32 / 5.34"
Ni 0.8552 -0.6357 0.1132 1.4685
Br 6.4977 0.9491 4.8016 -0.0292
C 4.8670 0.5708 3.8862 -0.1717
C 3.6662 0.5094 4.6127 -0.2168
C 2.4920 0.2490 3.9722 -0.2819
C 2.4035 0.0333 2.5491 0.5289
O 1.2664 -0.1650 2.0409 -0.7355
C 3.6559 0.0822 1.8449 -0.2812
C 3.8025 -0.1617 0.4432 0.2204
N 2.8579 -0.4683 -0.3836 -0.5497
C 3.1255 -0.7269 -1.7336 0.1697
C 4.3562 -0.6774 -2.3550 -0.2416
C 4.4854 -0.9421 -3.7330 -0.2011
C 3.3938 -1.2566 -4.4971 -0.2192
C 2.1154 -1.3270 -3.8942 -0.1020
C 0.9325 -1.6342 -4.6155 -0.1360
C -0.2690 -1.6883 -3.9682 -0.2605
C -0.2988 -1.4390 -2.5779 0.0905
N 0.7869 -1.1515 -1.9030 -0.4826
C 1.9874 -1.0752 -2.5216 0.2439
C 4.8533 0.3582 2.5382 -0.1591
H 3.6828 0.6673 5.6846 0.2076
H 1.5566 0.2000 4.5131 0.2192
H 4.8318 -0.0750 0.0911 0.1431
H 5.2480 -0.4260 -1.7990 0.2017
H 5.4696 -0.8900 -4.1822 0.1983
H 3.4885 -1.4521 -5.5585 0.1964
H 1.0021 -1.8104 -5.6832 0.1973
H -1.1914 -1.9063 -4.4886 0.2118
H -1.2136 -1.4708 -1.9967 0.2434
H 5.7786 0.3959 1.9756 0.2030
C -7.4233 -1.8803 -0.2941 -0.6156
C -6.0254 -1.4184 0.0181 -0.0465
C -5.1982 -2.1594 0.8517 -0.2387
C -3.8937 -1.7596 1.1234 0.0124
C -2.9891 -2.5836 2.0023 -0.6548
C -3.4177 -0.5793 0.5626 -0.0485
C -4.2284 0.1873 -0.2749 0.0043
C -3.6988 1.4495 -0.8970 -0.6483
C -5.5220 -0.2471 -0.5387 -0.2429
C -2.0000 -0.1390 0.8686 0.7747
O -1.8263 0.8567 1.5750 -0.7039
O -1.1507 -0.8828 0.3093 -0.8279
H -7.7520 -2.6385 0.4169 0.2010
H -7.4874 -2.3176 -1.2939 0.2007
H -8.1347 -1.0529 -0.2571 0.1999
H -5.5724 -3.0746 1.2998 0.1845
H -3.5496 -3.3701 2.5097 0.1840
H -2.5083 -1.9568 2.7535 0.2267
H -2.1757 -3.0351 1.4217 0.2814
H -3.1602 2.0504 -0.1657 0.2571
H -4.5103 2.0370 -1.3293 0.1853
H -2.9772 1.2252 -1.6855 0.2339
H -6.1545 0.3502 -1.1888 0.1823
Se 0.4868 1.7950 -1.2754 -0.4921
C 0.7427 3.3611 -0.2342 -0.1726
C 0.1480 3.4592 1.0310 -0.2592
C 0.2986 4.5997 1.7986 -0.2077
C 1.0434 5.6799 1.3337 -0.2792
C 1.6429 5.5888 0.0864 -0.2514
C 1.4994 4.4448 -0.6816 -0.2070
H -0.4268 2.6152 1.3940 0.2669
H -0.1705 4.6446 2.7750 0.1923
H 1.1586 6.5729 1.9374 0.1843
H 2.2361 6.4156 -0.2917 0.1829
H 1.9789 4.3772 -1.6513 0.1936
O -0.0901 -3.8702 1.1928 -0.5100
N 1.0431 -3.8279 0.6964 0.7274
O 1.7638 -4.8348 0.6264 -0.5284
O 1.5153 -2.7182 0.2990 -0.6167